A cluster of 7 separate species, C14H42O14 in total in a non-equilibrium geometry, computed with ωB97M-V with the def2-TZVPD basis set.

XYZ file:
```
70
Properties=species:S:1:pos:R:3:lowdin_spin:R:1
C -4.46 0.88 -2.76 0.00
C -5.57 -0.08 -3.25 0.00
O -5.75 -0.12 -4.66 0.00
O -3.94 0.58 -1.52 0.00
H -4.78 1.90 -2.92 0.00
H -3.78 0.78 -3.61 0.00
H -6.51 0.30 -2.86 0.00
H -5.23 -1.08 -2.97 0.00
H -6.35 -0.83 -4.89 0.00
H -4.63 0.29 -0.91 0.00
C 2.43 -6.45 -1.96 0.00
C 1.32 -5.85 -1.22 0.00
O 1.57 -4.62 -0.61 0.00
O 2.41 -5.93 -3.29 0.00
H 2.30 -7.54 -1.99 0.00
H 3.45 -6.27 -1.65 0.00
H 0.86 -6.55 -0.52 0.00
H 0.48 -5.64 -1.87 0.00
H 1.26 -3.94 -1.22 0.00
H 3.23 -6.14 -3.75 0.00
C 0.56 0.53 0.49 0.00
C -0.61 0.84 -0.54 0.00
O -1.49 -0.26 -0.46 0.00
O 1.42 -0.41 0.02 0.00
H 0.24 0.14 1.46 0.00
H 1.10 1.45 0.75 0.00
H -0.13 1.00 -1.51 0.00
H -1.02 1.78 -0.19 0.00
H -2.31 0.09 -0.81 0.00
H 0.93 -1.20 -0.23 0.00
C 1.88 -1.10 -3.12 0.00
C 1.66 -2.25 -4.10 0.00
O 1.08 -3.28 -3.36 0.00
O 2.83 -0.06 -3.47 0.00
H 2.23 -1.52 -2.18 0.00
H 0.92 -0.64 -2.91 0.00
H 2.54 -2.59 -4.66 0.00
H 0.99 -1.85 -4.85 0.00
H 1.49 -4.12 -3.56 0.00
H 3.19 0.19 -2.61 0.00
C -1.31 -1.37 4.27 0.00
C 0.21 -1.05 4.45 0.00
O 0.96 -1.94 5.29 0.00
O -1.93 -0.18 3.69 0.00
H -1.75 -1.90 5.11 0.00
H -1.42 -2.17 3.54 0.00
H 0.21 -0.14 5.05 0.00
H 0.84 -1.03 3.55 0.00
H 1.80 -1.48 5.25 0.00
H -1.90 -0.36 2.74 0.00
C -1.58 5.04 0.09 0.14
C -1.16 6.55 0.44 0.14
O -0.03 6.45 1.35 0.40
O -2.51 4.42 0.92 0.21
H -0.71 4.43 -0.13 0.01
H -2.04 5.07 -0.89 0.01
H -2.05 7.07 0.79 0.02
H -0.83 7.05 -0.47 0.00
H -0.13 6.11 2.24 0.00
H -2.15 4.40 1.81 0.00
C 3.14 1.71 3.47 0.00
C 3.56 3.14 2.92 0.00
O 2.62 4.14 3.44 0.03
O 2.77 1.66 4.87 0.00
H 3.88 0.93 3.30 0.00
H 2.24 1.51 2.90 0.00
H 3.54 3.16 1.83 0.00
H 4.59 3.44 3.06 0.00
H 1.94 3.73 3.98 0.00
H 3.39 1.20 5.43 0.00
```

Summary:
**Net charge**: +1
**Energy relative to the best compared isomer or geometry (same formula, charge and spin)**: 2.662 eV
**Expectation value of S²**: 0.756
**2S+1**: 2
**HOMO-LUMO gap (alpha / beta)**: 7.98 / 1.67 eV
**HOMO (alpha / beta)**: -11.64 / -11.63 eV